This record from OMol25 describes 2 unconnected molecules or ions with the total composition C3H5Cl3. The level of theory is ωB97M-V/def2-TZVPD.

Last columns: bonded neighbours and bond lengths (Å).
Cartesian coordinates (Å):
1 C 0.519 -0.260 1.456  C3 1.506, H7 1.070, H8 1.108, H9 1.053
2 C -1.215 -0.053 -1.411  Cl4 1.768, H10 1.147, H11 1.177
3 C 0.999 0.082 0.070  C1 1.506, Cl5 1.753, Cl6 1.722
4 Cl -2.381 1.002 -0.602  C2 1.768
5 Cl 1.285 1.798 -0.148  C3 1.753
6 Cl 2.106 -0.912 -0.797  C3 1.722
7 H 1.043 0.426 2.090  C1 1.070
8 H -0.588 -0.224 1.492  C1 1.108
9 H 0.714 -1.228 1.821  C1 1.053
10 H -0.740 0.448 -2.327  C2 1.147
11 H -1.741 -1.079 -1.644  C2 1.177

The total energy comes out at -40755.896 eV. For the energy above the lowest of the compared OMol25 structures with the same formula, charge and spin, the calculation gives 3.743 eV. The calculation puts the gap between HOMO and LUMO (alpha / beta) at 8.004 / 8.731 eV.


This record from OMol25 describes a single C3H5ClFN molecule. The level of theory is ωB97M-V/def2-TZVPD.

Last columns: bonded neighbours and bond lengths (Å).
Cartesian coordinates (Å):
1 C -0.096 0.190 -0.001  C2 1.547, C3 1.555, F10 1.392, Cl11 1.760
2 C 0.843 -0.589 -0.952  C1 1.547, H4 1.115, H5 1.106, N9 1.436
3 C 0.963 -0.050 1.111  C1 1.555, H7 1.119, H8 1.086, N9 1.463
4 H 0.529 -1.647 -1.103  C2 1.115
5 H 1.070 -0.127 -1.932  C2 1.106
6 H 2.473 -1.155 0.116  N9 1.010
7 H 1.134 0.928 1.627  C3 1.119
8 H 0.786 -0.877 1.792  C3 1.086
9 N 1.881 -0.343 0.010  C2 1.436, C3 1.463, H6 1.010
10 F 0.077 1.534 -0.319  C1 1.392
11 Cl -1.772 -0.343 0.080  C1 1.760

The total energy comes out at -19920.836 eV. For the energy above the lowest of the compared OMol25 structures with the same formula, charge and spin, the calculation gives 0.294 eV. The calculation puts the gap between HOMO and LUMO at 10.399 eV.


This record from OMol25 describes a single C3H5ClFN molecule. The level of theory is ωB97M-V/def2-TZVPD.

Last columns: bonded neighbours and bond lengths (Å).
Cartesian coordinates (Å):
1 C 0.370 -0.880 0.345  C2 1.556, C3 1.492, H7 1.123, H8 1.161
2 C -0.326 0.510 0.264  C1 1.556, N4 1.284, H9 1.106
3 C 1.468 -0.637 -0.636  C1 1.492, F5 1.287, H10 1.159
4 N -1.320 0.799 -0.495  C2 1.284, Cl6 2.004, H11 0.992
5 F 2.464 0.021 -0.156  C3 1.287
6 Cl -2.941 -0.342 -0.202  N4 2.004
7 H 0.922 -1.010 1.314  C1 1.123
8 H -0.362 -1.763 0.167  C1 1.161
9 H -0.060 1.359 0.921  C2 1.106
10 H 1.360 -0.441 -1.773  C3 1.159
11 H -1.560 1.759 -0.442  N4 0.992

The total energy comes out at -19917.568 eV. For the energy above the lowest of the compared OMol25 structures with the same formula, charge and spin, the calculation gives 3.562 eV. The calculation puts the gap between HOMO and LUMO (alpha / beta) at 7.438 / 8.147 eV.


This record from OMol25 describes a single C3H5ClFN molecule. The level of theory is ωB97M-V/def2-TZVPD.

Last columns: bonded neighbours and bond lengths (Å).
Cartesian coordinates (Å):
1 C -0.269 -0.012 0.118  C2 1.556, C3 1.509, F10 1.435, Cl11 1.794
2 C 0.639 -1.119 0.726  C1 1.556, H4 1.122, H5 1.120, N9 1.463
3 C -0.010 -0.670 -1.215  C1 1.509, H7 1.138, H8 1.091, N9 1.498
4 H 0.273 -1.594 1.674  C2 1.122
5 H 1.598 -0.570 0.906  C2 1.120
6 H 1.596 -1.877 -1.021  N9 1.038
7 H -0.869 -1.124 -1.809  C3 1.138
8 H 0.609 -0.143 -1.943  C3 1.091
9 N 0.671 -1.827 -0.553  C2 1.463, C3 1.498, H6 1.038
10 F -1.538 -0.025 0.787  C1 1.435
11 Cl 0.222 1.713 0.071  C1 1.794

The total energy comes out at -19920.492 eV. For the energy above the lowest of the compared OMol25 structures with the same formula, charge and spin, the calculation gives 0.637 eV. The calculation puts the gap between HOMO and LUMO at 10.518 eV.


Copy entry 2 word for word.
This record from OMol25 describes a single C3H5ClFN molecule. The level of theory is ωB97M-V/def2-TZVPD.

Last columns: bonded neighbours and bond lengths (Å).
Cartesian coordinates (Å):
1 C -0.096 0.190 -0.001  C2 1.547, C3 1.555, F10 1.392, Cl11 1.760
2 C 0.843 -0.589 -0.952  C1 1.547, H4 1.115, H5 1.106, N9 1.436
3 C 0.963 -0.050 1.111  C1 1.555, H7 1.119, H8 1.086, N9 1.463
4 H 0.529 -1.647 -1.103  C2 1.115
5 H 1.070 -0.127 -1.932  C2 1.106
6 H 2.473 -1.155 0.116  N9 1.010
7 H 1.134 0.928 1.627  C3 1.119
8 H 0.786 -0.877 1.792  C3 1.086
9 N 1.881 -0.343 0.010  C2 1.436, C3 1.463, H6 1.010
10 F 0.077 1.534 -0.319  C1 1.392
11 Cl -1.772 -0.343 0.080  C1 1.760

The total energy comes out at -19920.836 eV. For the energy above the lowest of the compared OMol25 structures with the same formula, charge and spin, the calculation gives 0.294 eV. The calculation puts the gap between HOMO and LUMO at 10.399 eV.